A molecular structure, C29H19Co2F4O6 in a non-equilibrium geometry. Source: the Open Molecules 2025 dataset; level of theory: ωB97M-V/def2-TZVPD.

```
60
Properties=species:S:1:pos:R:3
F -0.31351 -0.34324 5.18763
C 0.52912 0.48180 4.47138
C 1.80012 0.71825 4.99458
C 2.63387 1.50250 4.19311
F 3.92708 1.70214 4.62416
C 2.22165 2.11361 3.01380
C 0.93079 1.84869 2.48649
C 0.56091 2.25414 1.15183
C -0.43253 1.55633 0.46237
C -0.62040 1.49652 -0.91892
C -1.66644 0.72754 -1.53459
C -1.80986 0.63823 -2.95142
C -2.92915 0.02126 -3.48839
F -3.08125 -0.02298 -4.85622
C -3.94064 -0.56609 -2.71774
C -3.73530 -0.54099 -1.33900
F -4.66900 -1.13523 -0.52044
C -2.64153 0.05840 -0.73706
C 0.06070 1.06236 3.29451
H 2.13323 0.27285 5.93134
H 2.88745 2.74647 2.43726
H 1.16853 2.97180 0.59866
H -1.09593 0.94924 1.07547
H 0.06721 2.06404 -1.54999
H -1.03098 1.04747 -3.59519
H -4.83723 -0.99571 -3.14974
H -2.54054 0.01650 0.34592
H -0.96670 0.88497 2.98222
O 7.18390 4.51155 -5.23578
C 6.46667 4.84113 -4.39522
Co 5.39413 5.34992 -3.09998
C 4.64593 6.67556 -4.01896
O 4.12527 7.60196 -4.47067
C 3.93203 4.37298 -3.14017
O 2.89244 3.86670 -3.08943
C 5.12653 6.51798 -1.55599
C 4.15396 6.19410 -0.59495
C 2.98143 6.86745 -0.19400
C 1.76692 6.23680 -0.09153
C 0.50485 7.01286 -0.02584
C 0.63886 8.43445 -0.61333
C 1.84356 9.18118 -0.06723
C 3.14859 8.35376 -0.10096
Co 5.58157 5.15352 -0.48461
C 6.25894 3.91130 -1.59948
O 6.81280 2.90174 -1.80738
C 4.16754 4.31387 0.00002
O 3.27811 3.67269 0.43172
C 6.65053 5.17596 0.94193
O 7.41793 5.17058 1.81353
H 5.48743 7.55818 -1.64064
H 1.69563 5.15237 -0.08257
H -0.28595 6.47631 -0.56191
H 0.14868 7.08593 1.01456
H 0.79448 8.34733 -1.69250
H -0.28377 9.00406 -0.44884
H 2.01209 10.11528 -0.62293
H 1.65336 9.45134 0.97682
H 3.73177 8.61496 0.80008
H 3.77538 8.69977 -0.94088
```

The relative energy (zero: lowest compared OMol25 entry of this formula, charge and spin) comes out at 142.05 kJ/mol. The strongest force on any atom is 0.104 Eh/bohr. Its charge is -1. As for the frontier orbital gap: 3.4 eV.

---

A molecular structure, C29H19F18InN6O6S3 in a non-equilibrium geometry. Source: the Open Molecules 2025 dataset; level of theory: ωB97M-V/def2-TZVPD.

```
82
Properties=species:S:1:pos:R:3
In -0.71777 0.23704 -0.35092
C 2.61476 3.38676 5.50679
C 2.18513 2.55964 4.31720
C 3.09817 1.83650 3.55710
C 2.68778 1.07701 2.48683
C 1.32180 0.93660 2.10928
N 0.97118 0.07764 1.10542
C 1.93178 -0.87361 0.71099
C 2.45747 -1.75906 1.66385
C 3.39131 -2.71823 1.33662
C 3.82040 -2.86500 0.02274
C 4.76041 -3.96950 -0.38525
C 3.31737 -1.98984 -0.92155
C 2.39968 -0.98737 -0.61040
C 2.04067 0.06657 -1.67373
O 0.89593 0.79262 -1.50892
C 2.01960 -0.56625 -3.10913
F 1.42854 -1.76125 -3.11146
F 3.26730 -0.74246 -3.64346
F 1.36867 0.22329 -3.96602
C 3.19031 1.13061 -1.65270
F 3.13773 1.82973 -0.50945
F 4.43971 0.61087 -1.72604
F 3.08091 2.00837 -2.66817
C 0.41494 1.78104 2.81068
C 0.86824 2.53673 3.89302
C -1.04535 1.89156 2.36511
O -1.19610 1.92157 0.97976
C -1.64775 3.25392 2.88762
F -0.87186 4.27943 2.49626
F -1.78539 3.36533 4.23256
F -2.87071 3.48599 2.39986
C -1.87011 0.74993 3.06061
F -3.17841 0.78653 2.73289
F -1.81150 0.82913 4.41077
F -1.42059 -0.46523 2.73542
H 3.49929 2.95572 5.98059
H 1.81904 3.43948 6.25311
H 2.86368 4.41323 5.21493
H 4.15705 1.88482 3.80101
H 3.43226 0.56652 1.89387
H 2.10817 -1.65856 2.68515
H 3.77930 -3.38092 2.10595
H 5.25127 -4.40967 0.48508
H 5.52533 -3.60117 -1.07267
H 4.20217 -4.75966 -0.89726
H 3.66147 -2.10653 -1.94019
H 0.16956 3.14456 4.44920
N 0.69367 -4.46429 1.48664
C 0.09932 -3.83062 0.40257
S 0.53835 -4.28226 -1.17096
N -0.88461 -3.04080 0.74389
N -1.47209 -2.03516 0.14611
C -2.74546 -2.16731 -0.03094
C -3.62491 -1.07193 -0.33075
C -4.95973 -1.31729 -0.62755
C -5.80783 -0.24438 -0.82857
C -5.33426 1.03868 -0.67079
C -3.98548 1.21258 -0.35298
N -3.13697 0.18198 -0.24393
H 1.58166 -4.86806 1.24846
H 0.68360 -3.91874 2.33545
H -3.18723 -3.14723 0.11295
H -5.29733 -2.34132 -0.71627
H -6.84686 -0.40753 -1.09031
H -5.95694 1.91644 -0.77506
H -2.62815 2.39224 0.25104
F -2.53848 2.22156 -5.85542
C -2.05610 2.80371 -4.75413
F -0.74052 2.91231 -4.86406
F -2.57199 4.06181 -4.71073
S -2.65409 1.96689 -3.13224
O -1.41666 1.88712 -2.33030
O -3.55282 2.43969 -0.14774
N -3.13681 0.52538 -3.70183
S -2.36822 -0.82278 -3.51979
O -3.28225 -1.92583 -3.52900
O -1.31348 -0.83504 -2.52107
C -1.46985 -1.03365 -5.12714
F -0.60774 -2.04368 -5.08646
F -2.36641 -1.28920 -6.09552
F -0.81622 0.08230 -5.45651
```

The relative energy (zero: lowest compared OMol25 entry of this formula, charge and spin) comes out at 218.84 kJ/mol. The strongest force on any atom is 0.032 Eh/bohr. Its charge is -2. As for the frontier orbital gap: 6.3 eV.